Here is a cluster of 7 separate species, C64H75BF9N2O3 in total from the OMol25 dataset. Energies are from ωB97M-V/def2-TZVPD.

Structure (XYZ):
```
154
Properties=species:S:1:pos:R:3:forces:R:3
C -4.674477 4.419705 3.963915 -0.032 0.280 -1.032
H 0.752849 -4.230717 1.370502 -0.095 1.088 -0.182
H 11.240981 0.732577 -2.707182 -0.062 -0.018 0.035
H 5.378026 -10.392646 -6.809343 -0.027 0.070 -0.005
H 5.709235 -5.542482 -5.880542 -0.038 -0.016 -0.045
H 3.758543 -8.802150 -7.829196 0.024 0.051 0.002
C 0.290242 0.446567 -1.090462 0.515 -0.015 0.653
H -3.657255 5.934812 8.830982 0.045 0.032 -0.032
C -3.258659 2.204462 6.751581 1.761 -0.560 1.769
O -4.356419 1.377451 6.809569 0.425 1.461 -0.920
H -1.744882 -4.306388 0.195169 -0.163 0.833 0.636
H 7.146830 -9.546383 -5.301667 -0.043 0.051 -0.032
C -0.799219 8.286107 7.707263 0.196 0.168 -0.088
H 7.040152 0.023050 -3.222531 0.016 -0.005 0.042
H -2.585641 -1.129406 7.408375 -0.988 -0.442 -0.143
C 0.948185 -6.416080 -2.688138 0.171 -0.602 -0.308
F 3.783612 -6.238471 -7.464277 -0.136 -0.180 -0.003
C -5.385932 -0.105392 2.806182 -0.754 2.165 -1.124
H 9.266235 0.569731 -4.188728 -0.043 -0.034 0.054
F -2.311086 1.694369 7.605386 -1.515 0.541 -1.258
C 5.449607 -9.332241 -6.599114 0.069 0.215 0.123
C -1.395292 8.461977 8.949973 -0.171 -0.254 -0.088
H -2.010913 2.927636 -1.551429 -0.294 -0.090 -1.132
H -4.144025 3.076297 0.627867 -0.886 -0.384 -0.293
C 1.532353 -8.847112 -3.857904 0.027 -0.057 -0.040
H -3.852784 -2.966252 5.507681 0.322 1.229 -0.284
C 6.444821 -8.855026 -5.753287 0.048 -0.085 0.049
H -1.124962 7.330215 2.583538 -0.870 -0.744 -0.453
C 4.654870 -7.095305 -6.904822 0.459 -0.423 0.238
H -3.552909 -2.594716 7.798829 -0.209 0.787 -0.629
H -5.905111 3.625909 0.338380 1.142 -0.605 0.107
H -5.632193 2.955574 6.066833 0.474 -0.997 -0.051
F 5.455204 1.080983 -4.918616 0.128 -0.028 -0.053
H 10.995928 0.369363 -0.271277 -0.075 0.001 -0.014
H -6.024247 2.166171 -1.761308 0.936 0.467 0.568
H 1.030942 -2.862896 2.519837 -0.311 -0.330 -1.009
H -5.655842 -1.212869 0.892420 0.131 0.136 1.292
H -3.536526 6.770444 3.812317 0.614 -0.961 -0.418
C 4.881293 1.885362 -4.003373 -0.332 0.435 0.476
H 1.890095 2.434516 -2.541236 0.081 -0.011 -0.083
O -0.122334 1.380409 -2.101451 -0.886 -1.156 0.433
H 3.654513 -2.101793 -5.472179 0.030 -0.008 -0.050
C 3.537068 1.732722 -3.722519 -0.123 -0.238 -0.132
H 2.837704 -3.966429 -6.878756 0.057 0.019 -0.071
C 10.268182 0.502055 -2.288426 0.078 0.033 -0.051
C -3.464680 4.664865 2.968428 0.625 0.348 1.763
C -1.247428 7.271869 6.882631 -0.319 0.048 0.579
H -6.750360 3.746252 4.025582 0.814 -0.295 -0.820
C -2.036642 6.779205 2.215919 -0.475 0.212 0.115
C -5.451761 1.317309 4.541785 0.305 0.441 0.043
C 2.103084 -6.547115 -3.438461 0.121 0.220 -0.001
H -3.100863 3.656763 -2.818375 0.115 -0.925 0.540
H 7.313977 -7.123721 -4.824530 -0.050 0.012 -0.061
C -2.688639 2.692811 -2.415685 -0.253 -0.750 -0.511
C 5.644299 -6.607429 -6.069836 -0.032 0.310 0.058
C -1.069490 0.811531 -3.013566 -0.320 0.344 -1.270
C -2.780657 6.034767 3.399697 0.360 0.680 -0.320
H -2.602559 5.646766 6.595105 0.066 0.043 0.003
H -1.778810 6.058512 1.395946 0.033 0.709 0.744
C 3.651443 -3.341461 -7.225583 0.153 0.271 -0.017
C -5.137270 2.807018 0.193247 -1.723 -0.330 -1.417
H -6.849580 1.331756 0.464535 1.066 0.538 0.312
H -5.021642 3.650619 -1.838147 0.178 -1.039 0.226
C -5.853789 3.554668 3.360065 -0.405 1.347 1.968
H -2.764844 1.475581 -4.255111 0.896 0.540 0.570
C 4.112881 -2.295605 -6.435898 -0.028 0.030 0.069
C -3.573648 -1.633973 7.229347 0.191 0.505 -0.154
H 2.962969 0.975730 -4.243577 0.042 0.008 -0.005
H -2.823414 -0.196648 3.089082 -0.099 -1.013 -0.822
C 9.159345 0.408752 -3.122495 0.079 -0.021 0.260
H 5.516448 -0.678646 -6.261731 -0.001 -0.073 -0.079
H 0.213968 0.945202 -0.077348 0.212 -0.410 -1.084
H -4.114522 0.938301 -2.591020 0.268 0.821 0.855
C -2.665067 -1.103104 2.444292 0.870 -1.359 -0.904
C -5.054518 2.620851 -1.392089 -0.285 -0.116 0.399
C -2.423079 7.614970 9.353974 -0.014 0.039 0.070
C 5.645125 2.843574 -3.364139 0.314 0.032 -0.093
H -1.760141 0.061422 -2.533991 0.791 0.647 -0.135
H -0.351769 -0.476303 -1.032387 0.538 0.852 -0.294
H 5.635768 4.432728 -1.920925 0.006 -0.069 -0.048
C -5.767092 1.476271 0.753254 0.804 0.026 0.644
C -1.967501 1.958435 -3.613582 0.237 -0.344 0.833
H 2.762097 -5.696099 -3.562173 -0.024 -0.017 0.025
H -4.258141 4.009248 4.915818 -0.532 0.287 -0.848
C 5.048486 3.673279 -2.423016 -0.261 -0.157 -0.037
N -5.624332 2.091608 3.398862 0.411 -2.272 -0.089
C 2.942412 2.553649 -2.774237 0.126 0.160 0.095
C 4.545519 -8.448129 -7.174466 -0.209 -0.059 -0.179
F 0.662054 -5.229301 -2.116764 -0.053 0.143 0.092
C 7.789455 -0.085590 -1.223762 0.552 0.139 -0.226
H -0.508211 0.289260 -3.837423 -0.542 0.309 0.650
C -1.255917 -1.536583 2.326443 -2.152 -1.181 -1.039
C -0.897098 -2.717478 1.534713 -1.257 0.914 0.283
F 6.581718 -0.372198 -0.705723 -0.104 -0.022 0.040
H -5.894995 -2.246299 2.334508 0.675 0.979 -0.140
C 0.615941 -3.127290 1.505676 -0.691 0.311 0.709
C -3.825290 1.725691 -1.837709 0.092 1.499 0.325
H 3.304949 -7.889999 -4.606339 -0.039 0.043 0.042
H -6.130571 3.954454 2.357291 0.413 -0.954 0.688
C -2.859438 6.596488 8.514330 0.151 0.199 0.016
N -5.305440 -0.016408 4.224400 -0.456 2.455 -1.980
H -0.813501 -7.348379 -1.915163 0.026 0.025 -0.027
H -2.878784 -1.418702 5.119100 -0.748 -0.690 0.306
H -2.883831 7.750762 10.325467 0.033 -0.012 -0.067
H -2.727112 7.561363 1.784416 0.732 -0.872 0.282
H -7.098278 -1.417437 5.143275 0.253 -0.504 0.273
H -1.379786 2.655677 -4.264585 -0.384 -0.588 0.704
H 6.576680 -1.136643 -8.464874 -0.034 -0.034 -0.024
H 3.232694 4.169772 -1.388231 0.024 -0.041 -0.052
H 6.697655 2.937282 -3.602310 -0.037 -0.024 -0.013
F -2.661229 2.237447 5.515326 -1.242 0.495 1.326
H -4.367111 -0.961282 7.644348 0.723 -0.761 -0.154
C -1.971170 -3.422376 0.834126 -0.871 1.762 1.166
H 1.762413 -9.801345 -4.317715 -0.013 0.064 0.031
C -5.467668 1.849507 6.031285 -1.650 -0.716 -1.038
C -3.769266 -1.822306 1.783066 2.559 -0.777 -0.124
C 2.399398 -7.772532 -4.022570 -0.200 -0.060 0.107
C -5.278002 -1.384885 1.939921 1.000 -0.361 0.075
C -5.592730 1.231047 2.282311 0.353 -3.054 0.923
C 10.130854 0.300508 -0.919973 -0.134 0.010 -0.200
H 1.362971 0.149336 -1.279527 -1.061 0.193 0.279
H -0.465508 -0.970245 2.876417 -0.809 -0.566 -0.581
C -3.767764 -1.846047 5.642666 -0.102 -0.098 0.573
F -3.533861 3.470229 7.231459 0.199 -1.590 -1.434
F 5.851344 -3.025734 -10.080967 0.034 -0.012 -0.075
C 5.753975 -1.743915 -8.107818 0.163 0.100 -0.080
H -2.034942 5.893021 4.231032 -0.879 -0.220 -0.850
H 0.007563 8.929219 7.378043 -0.034 -0.035 -0.020
H 1.195845 -2.515415 0.764974 -0.596 -0.797 0.450
C 3.697154 3.525586 -2.126152 0.066 0.024 0.011
C -3.376979 -2.985482 0.954487 1.452 0.816 0.919
H -5.125882 5.423518 4.219398 0.340 -1.077 -0.298
H -4.141306 -3.588271 0.394924 0.728 0.776 0.699
C 7.913418 0.107913 -2.587533 -0.257 -0.032 -0.152
H -5.218366 0.629977 0.242291 -0.525 0.876 0.736
C 5.282155 -2.786277 -8.887783 -0.279 0.109 0.538
F -0.683789 7.091707 5.676295 0.204 0.057 -0.175
H -3.734560 4.635024 1.884392 0.068 0.196 1.015
H -6.387333 1.387975 6.498290 1.102 0.424 -0.283
C -2.271402 6.427559 7.267533 -0.101 -0.152 -0.096
C 8.883018 0.010186 -0.382376 -0.048 -0.039 0.237
B -5.137828 -1.232644 5.113176 -0.578 -1.926 1.504
H -0.303706 -9.537115 -2.981514 0.029 0.068 0.023
C 5.161762 -1.494514 -6.876604 -0.067 -0.208 -0.091
O -6.318347 -1.896742 5.484928 1.130 1.770 -1.013
H -1.058953 9.257547 9.603597 0.010 -0.051 -0.061
C 0.080963 -7.478794 -2.512037 -0.196 0.086 0.142
H 3.885700 -4.389965 -9.095819 0.062 0.037 0.009
C 4.236545 -3.585628 -8.462737 -0.060 -0.083 -0.199
H 8.755610 -0.141346 0.682413 -0.028 -0.016 -0.042
H -2.693579 3.870916 3.205703 -0.833 0.619 -0.768
C 6.540723 -7.494385 -5.486759 -0.142 -0.161 -0.111
H -3.408493 1.250972 -0.899536 -0.436 0.075 -1.122
C 0.373130 -8.700180 -3.105754 0.183 0.102 -0.071
```
Positions in Å, forces in eV/Å.

As for the orbital gap: 7.28 eV. The value obtained for the LUMO energy is -0.1025 Ha. The charge is +1.